# 1
Below is an isolated molecule of C3H9NO2 at a distorted geometry, with properties calculated with ωB97M-V/def2-TZVPD.

Summary:
* relative energy (zero: lowest compared OMol25 entry of this formula, charge and spin): 73.0 kcal per mole
* SMILES: NC(CO)CO
* largest force on an atom: 0.112 Eh/bohr
* LUMO: 0.85 eV
* frontier orbital gap: 10.3 eV

Atoms and positions in Å:
N -0.272027 0.574673 -1.828261
C 0.082673 0.019450 -0.418568
C -0.087110 0.937536 0.854879
O 1.078838 1.901852 0.723211
C -0.724581 -1.308751 -0.243501
O -0.005860 -2.115588 0.799632
H -1.238508 0.667893 -1.797424
H 0.238630 1.415315 -2.079072
H 1.194968 -0.205788 -0.548255
H -0.332001 0.288959 1.725688
H -1.029665 1.536643 0.583211
H 1.766790 1.377086 0.942732
H -0.815758 -1.982726 -1.058228
H -1.792045 -1.347560 0.065146
H -0.297937 -1.952059 1.624427

Atoms 1-2, force components in eV/Å:
2.0 -1.3 2.5
0.2 -0.5 -1.7



# 2
Below is a cluster of 2 separate species, C3H9NO2 in total at a distorted geometry, with properties calculated with ωB97M-V/def2-TZVPD.

Summary:
* relative energy (zero: lowest compared OMol25 entry of this formula, charge and spin): 52.8 kcal per mole
* SMILES: CNCC=O.O
* largest force on an atom: 0.047 Eh/bohr
* LUMO: 0.86 eV
* frontier orbital gap: 10.1 eV

Atoms and positions in Å:
C -1.298901 -2.227719 1.177593
N -0.533063 -1.097659 0.676664
C -0.249533 -1.217915 -0.734701
C 0.314329 0.058865 -1.314547
O 1.421641 0.363049 -1.661092
H -1.486884 -3.055734 0.488910
H -2.202247 -1.961590 1.729955
H -0.787152 -2.765748 1.997993
H 0.317990 -1.002806 1.209716
H 0.520309 -1.976066 -1.017038
H -1.129562 -1.452798 -1.334032
H -0.431011 0.888696 -1.359713
O 0.598640 3.526469 1.191867
H -0.272749 3.693378 0.804215
H 0.403145 3.521465 2.126326

Atoms 1-2, force components in eV/Å:
0.2 -1.1 1.8
-0.5 -0.2 -0.4



# 3
Below is a cluster of 2 separate species, C3H9NO2 in total at a distorted geometry, with properties calculated with ωB97M-V/def2-TZVPD.

Summary:
* relative energy (zero: lowest compared OMol25 entry of this formula, charge and spin): 19.5 kcal per mole
* SMILES: CC(N)=O.CO
* largest force on an atom: 0.038 Eh/bohr
* LUMO: 0.88 eV
* frontier orbital gap: 10.9 eV

Atoms and positions in Å:
C 0.082722 2.968714 -0.254917
C -0.192947 1.483103 -0.129213
N 0.864678 0.732795 0.337925
O -1.270783 0.955439 -0.267486
H -0.121814 3.373797 0.732976
H -0.627644 3.327274 -1.000213
H 1.063204 3.233987 -0.629569
H 0.788624 -0.254958 0.256893
H 1.794185 1.078558 0.498924
C -0.323653 -3.072361 -0.165026
O -0.245386 -2.213445 0.954699
H -1.182485 -3.748583 -0.128230
H 0.555306 -3.715384 -0.053655
H -0.247901 -2.572101 -1.131884
H -0.936103 -1.576839 0.978780

Atoms 1-2, force components in eV/Å:
-0.9 -0.5 -0.6
1.6 -0.4 1.0



# 4
Below is a cluster of 2 separate species, C3H9NO2 in total at a distorted geometry, with properties calculated with ωB97M-V/def2-TZVPD.

Summary:
* relative energy (zero: lowest compared OMol25 entry of this formula, charge and spin): 59.6 kcal per mole
* SMILES: C=CO.NCO
* largest force on an atom: 0.040 Eh/bohr
* LUMO: 0.86 eV
* frontier orbital gap: 9.7 eV

Atoms and positions in Å:
C 0.905226 0.024914 -3.857873
C -0.081849 0.085974 -2.965276
O 0.104475 0.592167 -1.709874
H 0.794007 -0.083501 -4.917816
H 1.900028 0.121206 -3.452273
H -1.113766 0.051103 -3.282452
H -0.541664 0.172405 -1.126732
N 0.163700 -0.145486 3.514260
C -0.614659 -0.402271 2.376384
O -0.140368 0.226584 1.147785
H 0.733361 -0.779868 4.042323
H -0.039645 0.731832 3.962361
H -0.727693 -1.449704 2.109446
H -1.665989 -0.095208 2.570546
H 0.324838 0.949853 1.589192

Atoms 1-2, force components in eV/Å:
0.1 -0.1 1.2
0.1 1.3 -1.2



# 5
Below is a cluster of 2 separate species, C3H9NO2 in total at a distorted geometry, with properties calculated with ωB97M-V/def2-TZVPD.

Summary:
* relative energy (zero: lowest compared OMol25 entry of this formula, charge and spin): 64.4 kcal per mole
* SMILES: CC=O.NCO
* largest force on an atom: 0.053 Eh/bohr
* LUMO: 0.89 eV
* frontier orbital gap: 9.8 eV

Atoms and positions in Å:
C 2.843416 -2.446132 -1.234280
C 1.473787 -1.938618 -0.393539
O 0.844453 -0.961819 -0.720351
H 3.297686 -3.241265 -0.626305
H 2.520133 -2.859722 -2.215540
H 3.534361 -1.507237 -1.285863
H 1.242591 -2.639260 0.519925
N -1.420687 0.782730 -0.087268
C -2.123246 1.913872 0.588671
O -1.537499 2.457896 1.788195
H -1.345894 0.886026 -1.104063
H -0.449328 0.661172 0.139553
H -3.178837 1.727539 0.742341
H -2.032044 2.666925 -0.161913
H -1.263226 1.683361 2.294877

Atoms 1-2, force components in eV/Å:
-1.4 1.8 1.5
1.7 -0.9 -1.0



# 6
Below is a cluster of 2 separate species, C3H9NO2 in total, with properties calculated with ωB97M-V/def2-TZVPD.

Summary:
* relative energy (zero: lowest compared OMol25 entry of this formula, charge and spin): 23.4 kcal per mole
* SMILES: CC(N)=O.CO
* largest force on an atom: 0.017 Eh/bohr
* LUMO: 0.66 eV
* frontier orbital gap: 10.6 eV

Atoms and positions in Å:
C 0.509444 -1.256800 1.280144
C 0.691250 0.227219 1.176869
N 0.139603 0.954044 2.200132
O 1.342868 0.776312 0.310490
H -0.461581 -1.622703 0.942974
H 0.629682 -1.588023 2.307880
H 1.245781 -1.806482 0.711321
H 0.136533 1.953463 2.060915
H -0.486366 0.623746 2.924893
C -0.373020 -0.000559 -2.416284
O -1.154703 1.195594 -2.536700
H -0.528175 -0.534128 -3.347821
H 0.677343 0.275197 -2.293619
H -0.703553 -0.610480 -1.574147
H -1.665106 1.413598 -1.747047

Atoms 1-2, force components in eV/Å:
0.0 -0.8 0.2
0.2 0.2 0.3



# 7
Below is a cluster of 2 separate species, C3H9NO2 in total at a distorted geometry, with properties calculated with ωB97M-V/def2-TZVPD.

Summary:
* relative energy (zero: lowest compared OMol25 entry of this formula, charge and spin): 60.1 kcal per mole
* largest force on an atom: 0.100 Eh/bohr
* multiplicity: 2
* net charge: +1
* LUMO (spin up / spin down): -4.99 / -9.61 eV
* expectation value of S²: 0.755
* frontier orbital gap (spin up / spin down): 8.7 / 4.1 eV

Atoms and positions in Å:
C -1.077039 1.621354 -1.562501
O -2.336888 1.183865 -2.091732
H -2.658251 0.447728 -1.464985
H -1.264231 2.750535 -1.434971
H -1.054674 1.181942 -0.509114
H -0.237346 1.413733 -2.142703
C 0.871932 -0.790483 -0.473341
C 0.935986 -0.708705 1.054246
O 0.431570 0.247588 1.607902
N 1.460758 -1.665780 1.933922
H 0.986800 0.221831 -0.902787
H -0.214160 -0.825284 -0.868071
H 1.808381 -1.444061 2.811952
H 1.666362 -2.616021 1.629271
H 1.599083 -1.654560 -0.895835

Atoms 1-2, force components in eV/Å:
-3.6 2.1 2.9
-0.1 -2.4 1.3



# 8
Below is a cluster of 2 separate species, C3H9NO2S in total at a distorted geometry, with properties calculated with ωB97M-V/def2-TZVPD.

Summary:
* relative energy (zero: lowest compared OMol25 entry of this formula, charge and spin): 20.4 kcal per mole
* largest force on an atom: 0.027 Eh/bohr
* net charge: -2
* LUMO: 5.80 eV
* frontier orbital gap: 6.1 eV

Atoms and positions in Å:
C 0.264357 -0.664067 0.176103
O 1.396703 -0.246077 0.880865
C -0.589986 0.527766 -0.259143
C -1.720441 0.161037 -1.197892
S -2.843201 -1.186495 -0.590647
N -1.091607 1.297421 0.891991
H 0.471269 -1.305278 -0.684722
H -0.377889 -1.184653 0.891911
H 0.080327 1.188632 -0.826096
H -1.367090 -0.011461 -2.208444
H -2.376556 1.036948 -1.233414
H -2.061403 1.014854 1.014574
H -0.575056 0.971695 1.699703
H 2.288371 -0.273411 0.502423
H 3.899237 -0.710006 0.144394
O 4.602972 -0.616911 0.798395

Atoms 1-2, force components in eV/Å:
-0.6 0.3 -0.1
0.3 0.5 1.0